[1]
C21H56F2NO27S9V | wB97M-V/def2-TZVPD

Calculated values
frontier orbital gap = 0.147 hartree
DFT total energy = -208079.25265 eV

CARTESIAN COORDINATES (ANGSTROEM)
V (-1.63, -4.34, -4.36)
S (0.11, 5.79, -0.19)
S (1.91, 2.00, 6.66)
S (6.24, 3.18, -10.62)
S (-0.86, 10.22, -7.82)
S (-8.35, -2.27, 1.72)
S (-0.02, 0.13, -2.63)
S (4.10, -5.85, 4.76)
S (-3.24, -6.53, 6.72)
S (-1.31, -0.74, -1.08)
F (0.46, -0.24, -4.20)
F (-2.20, -2.06, -0.79)
O (3.84, -4.78, 5.73)
O (-0.58, -4.24, -5.51)
O (3.20, 1.97, 7.32)
O (-4.10, -6.89, 5.31)
O (-0.98, 8.62, -7.54)
O (-1.52, -5.56, -3.42)
O (-0.97, 11.03, -6.57)
O (-1.90, -6.15, 6.28)
O (-1.23, 6.30, -0.44)
O (0.41, 4.36, 0.06)
O (-7.96, -3.70, 1.66)
O (6.44, 2.66, -11.96)
O (-0.67, 1.39, -2.94)
O (-2.52, 0.06, -1.00)
O (0.79, 0.97, 7.30)
O (4.19, -7.38, 5.45)
O (7.29, 3.88, -9.87)
O (1.27, 3.27, 6.52)
O (5.76, 1.88, -9.70)
O (-9.79, -2.08, 1.78)
O (5.18, -5.67, 3.79)
O (-0.48, -0.88, 0.06)
O (-7.68, -1.59, 3.03)
O (-1.53, 10.49, -9.08)
O (1.12, 6.34, -1.40)
O (1.29, 0.26, -1.93)
O (-4.04, -5.58, 7.53)
N (-0.96, -1.29, -2.37)
C (-6.35, -2.05, 3.45)
C (0.12, -1.16, 8.40)
C (-1.88, 7.28, -5.83)
C (4.65, 4.15, -10.62)
C (3.05, -7.85, 6.13)
C (-3.43, -7.64, 4.28)
C (0.91, 10.24, -8.45)
C (-3.07, -8.20, 7.49)
C (1.06, -0.39, 7.38)
C (0.79, 6.77, 1.22)
C (3.48, -9.06, 6.92)
C (2.63, -6.07, 3.80)
C (2.43, 5.88, -1.48)
C (2.01, 1.14, 4.93)
C (5.01, 0.85, -10.25)
C (-2.95, -6.83, 3.12)
C (-5.72, -1.09, 4.41)
C (3.04, 6.05, -2.83)
C (-0.56, 8.03, -6.30)
C (5.02, -0.21, -9.16)
C (-7.50, -1.20, 0.45)
H (3.92, 3.71, -11.29)
H (1.73, -6.02, 4.41)
H (-4.79, -1.34, 4.93)
H (4.20, 4.17, -9.63)
H (-2.49, -7.42, 2.33)
H (-2.77, 7.91, -5.82)
H (1.07, 9.28, -8.93)
H (1.63, 10.56, -7.69)
H (-0.33, 8.67, -5.45)
H (1.15, 0.53, 4.66)
H (3.08, 6.18, -0.66)
H (2.27, 4.81, -1.33)
H (-1.70, 6.74, -4.90)
H (-5.55, -0.12, 3.93)
H (-5.74, -2.15, 2.55)
H (-3.95, -8.51, 8.05)
H (2.86, 5.28, -3.58)
H (-0.06, -0.79, 9.41)
H (5.96, -0.49, -8.69)
H (0.97, 11.08, -9.14)
H (-0.88, -1.28, 7.98)
H (-2.20, -6.06, 3.31)
H (3.68, -9.87, 6.21)
H (2.56, 6.93, -3.25)
H (0.29, 7.40, -6.55)
H (-7.43, -0.15, 0.73)
H (-2.54, -8.16, 4.63)
H (1.83, 6.48, 1.10)
H (-6.43, -0.88, 5.21)
H (-6.52, -1.66, 0.34)
H (0.65, -2.11, 8.48)
H (5.35, 0.52, -11.23)
H (-4.16, -8.37, 3.92)
H (0.25, 6.34, 2.06)
H (2.17, -8.01, 5.50)
H (4.41, 0.02, -8.28)
H (2.77, -9.30, 7.71)
H (4.12, 6.16, -2.71)
H (-2.02, 6.61, -6.68)
H (2.57, -7.03, 3.27)
H (2.05, 1.88, 4.13)
H (-2.81, -8.89, 6.68)
H (0.78, -0.86, 6.44)
H (4.41, -8.94, 7.48)
H (3.95, 1.09, -10.29)
H (4.67, -1.21, -9.40)
H (2.10, -0.62, 7.59)
H (-3.86, -6.35, 2.75)
H (2.90, 0.52, 4.94)
H (2.60, -5.32, 3.01)
H (2.84, -7.21, 6.99)
H (4.79, 5.12, -11.09)
H (-6.46, -3.07, 3.82)
H (-2.16, -8.00, 8.06)
H (0.63, 7.85, 1.13)
H (-8.13, -1.26, -0.43)


[2]
C21H30BN10S2Ti | wB97M-V/def2-TZVPD

Calculated values
frontier orbital gap (alpha / beta) = 0.236 / 0.328 hartree
DFT total energy = -82626.03031 eV
energy above the lowest of the compared OMol25 structures with the same formula, charge and spin = 32.51 kcal/mol
total charge = +1
multiplicity = 3

CARTESIAN COORDINATES (ANGSTROEM)
Ti (0.33, -0.09, 0.46)
S (1.21, -4.53, -0.27)
S (3.01, 0.77, -3.20)
N (1.67, 1.38, 2.62)
N (1.82, 0.35, 1.76)
N (1.03, -2.05, 0.16)
N (-1.13, 0.07, 2.16)
N (-0.91, 1.19, -3.51)
N (1.65, 0.21, -1.16)
N (-1.78, -3.26, -0.10)
N (-0.07, 2.72, 1.31)
N (-0.31, 1.87, 0.27)
N (-0.83, 1.09, 3.03)
C (1.83, -0.98, -1.88)
C (-2.36, -0.32, 2.52)
C (0.54, -3.37, 2.19)
C (-2.01, -1.18, -1.55)
C (-1.85, 1.31, 3.87)
C (-2.85, 0.41, 3.59)
C (2.53, -0.85, -3.02)
C (1.55, -3.49, -1.58)
C (3.74, 0.66, 2.89)
C (2.26, 1.20, -1.73)
C (0.91, -3.21, 0.76)
C (-2.22, -2.68, -1.38)
C (2.37, 2.58, -1.18)
C (-2.18, -0.90, -3.06)
C (-0.48, 3.96, 0.99)
C (-0.99, 3.94, -0.30)
C (-2.22, 0.53, -3.56)
C (2.80, 1.58, 3.32)
C (3.07, -0.09, 1.92)
C (-0.86, 2.61, -0.70)
C (1.43, -2.21, -1.18)
B (0.31, 2.12, 2.70)
H (-2.64, 0.52, -4.56)
H (-2.43, -3.97, 0.22)
H (-2.87, -1.12, 2.01)
H (0.43, -2.39, 2.65)
H (2.37, 2.54, -0.09)
H (-2.78, -0.63, -1.01)
H (-0.97, 2.11, -3.92)
H (-1.40, 4.77, -0.86)
H (-1.10, 2.15, -1.64)
H (-1.71, -2.57, 0.61)
H (-1.69, -3.18, -2.19)
H (-3.13, -1.36, -3.35)
H (4.75, 0.55, 3.25)
H (-3.82, 0.31, 4.07)
H (-0.40, -3.91, 2.30)
H (-3.28, -2.86, -1.54)
H (-0.26, 0.68, -4.08)
H (1.53, 3.20, -1.48)
H (0.35, 2.99, 3.54)
H (-0.39, 4.77, 1.70)
H (1.84, -3.87, -2.55)
H (2.86, 2.36, 4.06)
H (-1.78, 2.10, 4.61)
H (-1.40, -1.45, -3.61)
H (2.82, -1.62, -3.73)
H (-1.03, -0.81, -1.18)
H (1.31, -3.92, 2.72)
H (-2.92, 1.10, -2.94)
H (3.44, -0.91, 1.33)
H (3.29, 3.06, -1.52)


[3]
C6H11N | wB97M-V/def2-TZVPD

Calculated values
frontier orbital gap = 0.377 hartree
DFT total energy = -7888.62768 eV
energy above the lowest of the compared OMol25 structures with the same formula, charge and spin = 43.90 kcal/mol

CARTESIAN COORDINATES (ANGSTROEM)
N (-1.77, -0.67, -1.07)
C (-0.47, 0.12, 0.95)
C (1.51, 0.72, -0.17)
C (0.29, -1.18, 0.64)
C (-0.73, 0.22, -0.60)
C (0.69, 1.13, 1.08)
C (0.67, -0.43, -0.70)
H (1.09, -0.95, -1.64)
H (-0.93, 1.27, -0.95)
H (-1.30, 0.14, 1.68)
H (1.32, 0.95, 1.98)
H (-1.97, -0.20, -2.11)
H (1.15, -1.44, 1.24)
H (1.59, 1.58, -0.86)
H (0.27, 2.12, 1.02)
H (-2.73, -0.57, -0.48)
H (2.53, 0.37, 0.01)
H (-0.40, -1.99, 0.42)